# 1
{"formula": "C31H24O6P2S4Sc", "method": "wB97M-V/def2-TZVPD", "symbols": ["Sc", "S", "P", "C", "P", "S", "C", "C", "C", "C", "C", "C", "C", "C", "C", "C", "C", "C", "C", "C", "C", "C", "C", "C", "C", "C", "C", "C", "C", "C", "H", "H", "H", "H", "H", "H", "H", "H", "H", "H", "H", "H", "H", "H", "H", "H", "H", "H", "H", "H", "O", "S", "O", "O", "C", "C", "C", "C", "C", "C", "S", "O", "O", "O", "H", "H", "H", "H"], "coordinates": [[0.326, 2.128, 0.018], [-2.162, 1.636, 0.603], [-1.582, 0.014, -0.477], [0.062, 0.129, -0.936], [1.189, -0.638, 0.099], [1.226, 0.215, 1.916], [2.825, -0.462, -0.686], [2.931, -0.118, -2.027], [4.184, 0.031, -2.608], [5.329, -0.164, -1.849], [5.223, -0.506, -0.506], [3.974, -0.650, 0.075], [1.049, -2.450, 0.230], [1.041, -3.185, -0.955], [0.951, -4.566, -0.915], [0.866, -5.219, 0.311], [0.871, -4.488, 1.488], [0.961, -3.101, 1.451], [-2.648, -0.094, -1.943], [-2.067, -0.229, -3.198], [-2.870, -0.315, -4.329], [-4.250, -0.269, -4.203], [-4.831, -0.136, -2.947], [-4.033, -0.045, -1.819], [-2.045, -1.473, 0.472], [-2.270, -2.677, -0.190], [-2.555, -3.826, 0.530], [-2.613, -3.779, 1.916], [-2.382, -2.583, 2.581], [-2.097, -1.430, 1.862], [2.026, 0.057, -2.597], [4.266, 0.318, -3.648], [6.305, -0.033, -2.298], [6.115, -0.637, 0.092], [3.881, -0.873, 1.131], [1.101, -2.664, -1.904], [0.946, -5.135, -1.836], [0.796, -6.299, 0.343], [0.793, -4.996, 2.442], [0.956, -2.511, 2.359], [-0.986, -0.249, -3.266], [-2.416, -0.409, -5.308], [-4.877, -0.330, -5.083], [-5.909, -0.091, -2.852], [-4.477, 0.079, -0.838], [-2.221, -2.713, -1.273], [-2.725, -4.762, 0.012], [-2.835, -4.679, 2.477], [-2.418, -2.544, 3.662], [-1.907, -0.493, 2.369], [-1.730, 5.432, -0.385], [-0.329, 5.105, -0.340], [0.581, 6.140, -0.715], [-0.063, 3.803, -1.055], [-0.013, 4.616, 1.390], [-1.130, 4.703, 2.221], [-1.063, 4.338, 3.553], [0.130, 3.869, 4.080], [1.246, 3.767, 3.270], [1.199, 4.138, 1.928], [2.733, 3.827, 1.007], [3.695, 3.407, 1.990], [3.063, 4.981, 0.231], [2.290, 2.667, 0.149], [-2.053, 5.056, 1.783], [-1.949, 4.410, 4.172], [0.194, 3.569, 5.118], [2.183, 3.388, 3.652]], "relative_energy_kj_mol": 92.5, "max_force_ha_per_bohr": 0.020, "total_charge": -1}

***

# 2
{"formula": "C5H9NO", "method": "wB97M-V/def2-TZVPD", "symbols": ["C", "C", "N", "C", "C", "C", "O", "H", "H", "H", "H", "H", "H", "H", "H", "H"], "coordinates": [[-1.467, 0.004, 1.305], [-1.241, 0.008, -0.191], [-0.976, 1.325, -0.756], [0.050, 0.306, -0.869], [1.344, 0.315, -0.126], [2.011, -1.046, -0.188], [1.544, -2.025, -0.721], [-0.731, 0.645, 1.803], [-2.449, 0.413, 1.581], [-1.403, -1.010, 1.710], [-1.615, -0.822, -0.769], [-1.420, 1.515, -1.648], [0.130, -0.143, -1.862], [1.173, 0.546, 0.932], [2.044, 1.065, -0.509], [3.003, -1.098, 0.310]], "smiles": "C[C@H]1N[C@H]1CC=O", "relative_energy_kj_mol": 224.1, "max_force_ha_per_bohr": 0.027}

***

no.,E (eV),LUMO level (eV)
1,-127448.4290,2.41
2,-8866.8899,1.05